Entry 1:
This record from OMol25 describes a structure of composition C42H50NNbO8PS in a non-equilibrium geometry. The level of theory is ωB97M-V with the def2-TZVPD basis set.

```
104
Properties=species:S:1:pos:R:3
C 5.43 -1.25 -1.72
C 5.61 -0.74 -0.15
C 4.37 0.32 0.19
C 5.04 1.54 1.08
N 4.40 2.89 0.90
Nb 4.68 3.81 -1.01
S 6.51 2.25 -1.74
C 2.89 5.20 -0.48
C 1.44 4.41 -0.68
C 1.05 4.12 -2.24
C 0.70 2.51 -2.40
O 0.98 1.96 -3.74
C 2.06 0.95 -3.70
C 3.40 1.28 -4.60
O 1.99 -0.22 -3.00
C 4.76 4.81 -3.07
O 5.87 5.71 -3.31
C 7.08 5.11 -3.85
C 6.94 4.23 -5.22
P 6.34 5.48 0.04
C 6.25 5.12 1.95
O 7.91 5.02 -0.53
H 4.36 -1.72 -1.86
H 5.49 -0.37 -2.50
H 6.27 -2.02 -2.04
H 5.63 -1.65 0.62
H 6.67 -0.24 -0.11
H 3.89 0.66 -0.82
H 3.62 -0.31 0.87
H 6.23 1.56 1.03
H 4.82 1.24 2.21
H 3.37 2.87 1.09
H 3.47 2.64 -1.71
H 7.51 2.26 -0.76
H 3.02 5.41 0.69
H 2.95 6.23 -1.03
H 1.54 3.41 -0.05
H 0.55 5.02 -0.19
H 0.14 4.83 -2.55
H 1.91 4.38 -3.01
H 1.40 1.94 -1.65
H -0.41 2.36 -2.07
H 3.05 1.99 -5.47
H 3.94 0.29 -4.98
H 4.18 1.80 -3.87
H 3.78 5.50 -3.12
H 4.57 3.97 -3.85
H 7.80 6.02 -4.13
H 7.73 4.48 -3.07
H 7.74 4.43 -6.04
H 6.90 3.08 -4.89
H 5.86 4.46 -5.67
H 7.05 5.74 2.56
H 6.45 3.98 2.20
H 5.20 5.37 2.41
H 8.31 4.36 0.14
C -2.24 -0.15 5.51
C -0.97 0.39 5.30
C -0.32 0.20 4.08
C -0.93 -0.54 3.07
C -2.19 -1.10 3.28
C -2.85 -0.89 4.50
C -2.83 -1.92 2.24
O -3.94 -2.41 2.42
C -2.11 -2.16 0.97
C -2.68 -2.99 -0.01
C -2.01 -3.20 -1.22
C -0.78 -2.59 -1.46
C -0.21 -1.77 -0.48
C -0.87 -1.56 0.74
C -0.24 -0.72 1.77
O 0.84 -0.18 1.57
H -2.75 0.01 6.46
H -0.48 0.96 6.09
H 0.67 0.63 3.93
H -3.84 -1.31 4.67
H -3.64 -3.47 0.17
H -2.45 -3.85 -1.97
H -0.26 -2.75 -2.40
H 0.75 -1.29 -0.67
C -6.49 -2.83 3.22
C -7.34 -3.07 4.30
C -8.40 -3.96 4.17
C -8.63 -4.61 2.95
C -7.80 -4.36 1.86
C -6.72 -3.48 2.00
C -8.06 -5.00 0.56
O -7.33 -4.78 -0.40
C -9.22 -5.90 0.42
C -9.51 -6.47 -0.83
C -10.60 -7.33 -0.96
C -11.39 -7.64 0.14
C -11.11 -7.07 1.38
C -10.02 -6.19 1.52
C -9.75 -5.56 2.83
O -10.45 -5.83 3.80
H -5.65 -2.15 3.32
H -7.17 -2.56 5.24
H -9.06 -4.14 5.02
H -6.06 -3.28 1.15
H -8.90 -6.24 -1.70
H -10.83 -7.77 -1.93
H -12.24 -8.32 0.04
H -11.73 -7.31 2.24
```

Multiplicity: 1
Total charge: -1

=====

Entry 2:
This record from OMol25 describes a structure of composition C14H17N7 in a non-equilibrium geometry. The level of theory is ωB97M-V with the def2-TZVPD basis set.

```
38
Properties=species:S:1:pos:R:3
N -2.02 -3.01 2.35
N 3.96 2.15 3.25
N 0.00 0.14 0.86
N -1.36 -1.39 3.78
C -2.14 -2.42 3.51
C 2.80 1.72 3.79
C -0.02 -0.10 2.16
C -0.88 -1.17 2.59
C 2.45 1.56 1.71
C 1.88 1.19 2.86
C -1.27 -1.85 0.42
C -0.67 -0.70 -0.07
N 3.74 1.95 1.97
N 0.63 0.67 3.06
N -1.33 -2.06 1.73
C -0.69 0.97 -3.92
C -1.77 0.07 -3.58
C 0.66 0.32 -3.44
C -1.92 -0.07 -2.04
C 0.53 0.32 -1.91
C -0.63 -0.63 -1.53
H -2.66 -3.03 4.35
H 2.66 1.71 4.90
H 2.05 1.46 0.76
H -1.86 -2.66 -0.19
H 4.47 2.10 1.25
H 0.43 0.51 4.04
H -0.75 1.84 -3.36
H -0.69 1.11 -5.03
H -2.69 0.45 -4.00
H -1.67 -0.93 -4.06
H 0.73 -0.77 -3.79
H 1.52 0.86 -3.89
H -2.08 0.92 -1.60
H -2.66 -0.84 -1.81
H 0.28 1.47 -1.64
H 1.37 -0.27 -1.50
H -0.39 -1.59 -1.96
```

Multiplicity: 1

=====

Going through the records in order, we get HOMO-LUMO gap values of 3.925, 8.692 eV.
Going through the records in order, we get DFT total energy values of -83901.27812, -25221.79575 eV.